[1]
{
  "formula": "C8H8N2OS",
  "method": "wB97M-V/def2-TZVPD",
  "symbols": ["C", "C", "C", "C", "C", "C", "C", "C", "N", "N", "O", "S", "H", "H", "H", "H", "H", "H", "H", "H"],
  "positions_angstrom": [[2.708, 1.235, 0.739], [3.102, 0.181, -0.046], [-3.211, -0.025, -0.815], [-3.084, 0.927, -1.670], [1.395, 1.251, 1.145], [2.175, -0.810, -0.383], [-2.453, -0.182, 0.480], [-0.114, -1.586, -0.130], [0.450, 0.473, 0.735], [0.799, -0.618, -0.017], [2.457, -1.831, -0.969], [-1.616, -1.843, 0.587], [3.487, 1.738, 1.390], [4.075, 0.023, -0.467], [-4.042, -0.850, -1.112], [-2.668, 1.846, -2.098], [1.005, 2.007, 1.796], [-1.668, 0.526, 0.208], [-2.895, 0.002, 1.361], [0.098, -2.466, -0.736]],
  "forces_ev_per_angstrom": [[3.17, -1.01, 1.37], [-0.33, 1.59, 0.34], [-3.00, -2.63, -0.24], [0.22, 1.13, -1.02], [-1.43, 1.02, 0.18], [-0.96, -1.30, -1.30], [2.73, -0.57, -4.37], [0.03, -1.59, -1.37], [-0.46, -1.34, -0.18], [0.37, 1.78, 1.60], [0.23, -0.96, -0.49], [-0.90, 1.22, 0.49], [-1.07, 0.11, -1.43], [0.44, -0.02, 0.28], [1.81, 1.65, 0.83], [-0.14, -0.72, 0.57], [0.11, 0.44, 0.29], [0.20, -0.11, 1.42], [-1.89, 0.77, 2.90], [0.89, 0.54, 0.12]],
  "homo_ha": [-0.3120, -0.2556],
  "energy_ha": -892.3488,
  "orbital_gap_ev": [7.38, 6.61]
}

[2]
{
  "formula": "C2H8NO",
  "method": "wB97M-V/def2-TZVPD",
  "symbols": ["O", "H", "C", "N", "C", "H", "H", "H", "H", "H", "H", "H"],
  "positions_angstrom": [[1.751, 0.043, -2.279], [1.098, -0.628, -2.506], [-1.376, -0.399, 0.305], [-0.203, -0.347, 1.070], [0.706, 0.742, 0.646], [-2.283, -0.401, 0.921], [-1.469, -1.260, -0.352], [-1.466, 0.426, -0.411], [0.319, -1.192, 0.890], [0.650, 1.569, 1.368], [1.752, 0.446, 0.736], [0.520, 1.001, -0.387]],
  "forces_ev_per_angstrom": [[-0.04, 0.06, 0.13], [-0.06, -0.10, -0.10], [-2.19, 0.16, -1.17], [2.15, -0.07, 0.54], [0.21, 0.06, 1.12], [-0.10, 0.12, 0.07], [0.22, -0.47, 0.01], [0.06, 0.18, 0.26], [0.01, -0.13, 0.11], [-0.49, 0.24, -0.35], [-0.11, -0.37, -0.33], [0.35, 0.32, -0.27]],
  "charge": -1,
  "homo_ha": -0.0815,
  "energy_ha": -210.9391,
  "orbital_gap_ev": 6.45
}

[3]
{
  "formula": "C2H2N2OS",
  "method": "wB97M-V/def2-TZVPD",
  "symbols": ["C", "C", "N", "N", "O", "S", "H", "H"],
  "positions_angstrom": [[-0.471, -0.627, -0.038], [-0.424, 0.746, 0.006], [-1.726, -1.093, -0.100], [-2.580, -0.194, -0.111], [-4.935, -0.701, 0.022], [-2.025, 1.340, -0.036], [0.356, -1.309, -0.020], [0.434, 1.384, 0.061]],
  "forces_ev_per_angstrom": [[0.74, 1.38, 0.10], [-0.09, -0.01, 0.01], [0.45, -1.59, -0.07], [-3.17, 0.23, -0.05], [0.29, 0.10, -0.02], [1.36, -0.13, 0.02], [0.19, -0.09, -0.01], [0.23, 0.10, 0.01]],
  "homo_ha": [-0.3700, -0.3700],
  "energy_ha": -660.1195,
  "orbital_gap_ev": [8.59, 8.57]
}

[4]
{
  "formula": "C3H10N2",
  "method": "wB97M-V/def2-TZVPD",
  "symbols": ["C", "N", "H", "H", "H", "C", "C", "N", "H", "H", "H", "H", "H", "H", "H"],
  "positions_angstrom": [[-3.819, 1.328, 1.384], [-2.961, 0.443, 1.694], [-4.149, 2.145, 2.044], [-4.136, 1.378, 0.338], [-3.162, -0.123, 2.517], [2.970, -0.005, -1.752], [2.362, -0.658, -0.486], [0.990, -1.042, -0.646], [2.431, -0.308, -2.646], [4.032, -0.229, -1.847], [2.816, 1.074, -1.705], [2.397, 0.149, 0.256], [3.002, -1.450, -0.107], [0.311, -0.338, -0.854], [0.673, -1.988, -0.606]],
  "forces_ev_per_angstrom": [[1.12, 0.26, 0.10], [-2.05, -1.78, -1.38], [-0.88, -0.65, 0.30], [0.59, 0.78, -0.19], [1.23, 1.39, 1.15], [-0.28, -0.09, 0.10], [-0.05, 1.30, -0.32], [-0.05, -0.34, 0.10], [0.15, -0.41, -0.07], [0.03, 0.15, -0.12], [0.27, 0.08, 0.04], [0.17, -0.27, 0.35], [-0.28, -0.36, -0.09], [-0.05, -0.05, 0.05], [0.10, -0.02, -0.04]],
  "homo_ha": -0.3048,
  "energy_ha": -229.7168,
  "smiles": "C=N.CCN",
  "orbital_gap_ev": 9.09
}

[5]
{
  "formula": "C39H41BrHgN9O5S2",
  "method": "wB97M-V/def2-TZVPD",
  "symbols": ["Hg", "C", "C", "C", "C", "C", "C", "C", "S", "O", "O", "N", "C", "C", "C", "C", "C", "N", "H", "H", "H", "H", "H", "H", "H", "H", "H", "H", "H", "N", "C", "C", "C", "N", "H", "H", "H", "H", "H", "H", "H", "H", "H", "H", "Br", "C", "C", "C", "C", "C", "C", "N", "N", "C", "C", "C", "C", "O", "C", "N", "C", "C", "C", "C", "H", "H", "H", "H", "H", "H", "H", "H", "H", "N", "C", "S", "N", "C", "C", "C", "C", "C", "C", "H", "H", "H", "H", "H", "H", "H", "H", "C", "C", "O", "O", "H", "H", "H"],
  "positions_angstrom": [[0.293, 0.615, 1.227], [-7.039, -1.248, -1.074], [-6.049, -0.191, -0.668], [-4.710, -0.281, -1.031], [-3.802, 0.697, -0.658], [-4.243, 1.779, 0.077], [-5.565, 1.879, 0.464], [-6.466, 0.895, 0.098], [-3.093, 3.095, 0.495], [-2.567, 3.592, -0.766], [-3.843, 4.113, 1.220], [-1.871, 2.453, 1.303], [-1.912, 2.214, 2.609], [-2.972, 2.563, 3.485], [-2.826, 2.369, 4.832], [-1.642, 1.822, 5.333], [-0.680, 1.444, 4.418], [-0.809, 1.610, 3.110], [-6.547, -2.042, -1.631], [-7.830, -0.826, -1.699], [-7.509, -1.682, -0.191], [-4.368, -1.131, -1.605], [-2.758, 0.608, -0.910], [-5.873, 2.732, 1.050], [-7.503, 0.961, 0.409], [-3.862, 3.004, 3.068], [-3.629, 2.643, 5.506], [-1.492, 1.684, 6.394], [0.255, 0.997, 4.732], [1.370, 2.880, 1.123], [2.371, 3.377, 0.191], [3.447, 2.327, -0.090], [2.988, 1.180, -0.995], [2.137, 0.233, -0.284], [0.603, 3.536, 1.231], [1.785, 2.702, 2.036], [2.865, 4.291, 0.583], [1.869, 3.643, -0.745], [3.769, 1.898, 0.857], [4.304, 2.826, -0.553], [3.890, 0.671, -1.379], [2.443, 1.579, -1.858], [2.716, -0.270, 0.429], [1.785, -0.459, -0.940], [7.133, -5.105, 0.859], [5.258, -5.470, 0.897], [4.403, -4.751, 0.075], [3.066, -5.056, 0.065], [2.546, -6.118, 0.852], [3.453, -6.788, 1.710], [4.786, -6.469, 1.737], [1.320, -6.649, 0.708], [0.298, -6.070, 0.172], [0.006, -4.760, 0.261], [-0.843, -4.248, -0.740], [-1.165, -2.914, -0.830], [-0.714, -1.969, 0.111], [-1.006, -0.710, 0.027], [0.055, -2.474, 1.212], [0.419, -1.571, 2.155], [0.994, -1.993, 3.260], [1.210, -3.341, 3.525], [0.929, -4.268, 2.541], [0.384, -3.857, 1.324], [4.781, -3.947, -0.542], [2.394, -4.507, -0.580], [3.063, -7.555, 2.366], [5.467, -6.981, 2.407], [-1.180, -4.952, -1.492], [-1.778, -2.557, -1.648], [1.286, -1.238, 3.975], [1.609, -3.658, 4.477], [1.095, -5.320, 2.725], [-0.297, 3.537, -2.223], [-0.177, 2.362, -2.874], [-0.454, 0.911, -2.124], [0.348, 2.317, -4.155], [-0.012, 2.998, -5.303], [0.456, 2.492, -6.526], [0.113, 3.086, -7.718], [-0.696, 4.217, -7.735], [-1.163, 4.723, -6.531], [-0.834, 4.131, -5.330], [-0.988, 3.515, -1.464], [-0.255, 4.403, -2.736], [0.681, 1.379, -4.343], [1.082, 1.610, -6.519], [0.457, 2.653, -8.647], [-0.979, 4.678, -8.670], [-1.816, 5.583, -6.528], [-1.255, 4.526, -4.420], [4.625, -0.121, 3.763], [3.514, -0.060, 2.682], [3.710, -0.753, 1.671], [2.556, 0.709, 2.898], [5.243, -0.995, 3.583], [4.202, -0.161, 4.763], [5.241, 0.773, 3.675]],
  "forces_ev_per_angstrom": [[0.40, 0.36, -0.09], [0.06, 0.05, 0.04], [-0.06, 0.00, 0.01], [-0.06, 0.06, 0.03], [0.11, -0.12, -0.03], [0.33, 0.42, 0.21], [-0.20, 0.17, 0.18], [0.07, -0.06, -0.06], [0.31, 0.42, 0.39], [0.00, -0.32, -0.06], [-0.08, -0.45, -0.03], [-0.62, 0.37, -1.85], [-0.34, 0.01, 1.28], [-0.07, -0.08, 0.08], [0.16, -0.11, 0.03], [-0.02, -0.02, 0.05], [0.08, -0.05, 0.41], [-0.17, 0.27, -0.45], [-0.03, -0.07, -0.02], [0.00, -0.02, -0.01], [-0.05, -0.08, -0.01], [0.07, -0.08, -0.03], [0.19, -0.08, -0.05], [-0.05, 0.08, 0.04], [-0.02, 0.04, 0.00], [0.00, 0.02, 0.12], [-0.02, 0.02, 0.01], [0.07, -0.06, -0.01], [0.06, -0.09, 0.01], [-0.26, 0.11, 0.37], [0.41, 0.08, -0.09], [-0.36, -0.01, -0.14], [0.24, 0.13, 0.04], [0.14, -0.51, -0.02], [-0.05, -0.10, 0.02], [0.01, -0.04, -0.05], [-0.14, -0.19, -0.16], [0.01, 0.02, 0.08], [0.19, -0.01, 0.11], [0.00, -0.04, 0.01], [-0.15, 0.09, 0.00], [0.00, 0.01, 0.04], [-0.13, 0.14, -0.25], [-0.08, 0.04, 0.06], [0.12, 0.07, 0.03], [0.28, 0.08, -0.04], [0.26, -0.01, 0.11], [-0.34, 0.01, 0.03], [0.28, 0.11, -0.49], [-0.16, 0.07, 0.19], [0.22, 0.11, 0.00], [0.32, -1.16, 1.21], [-0.91, -0.26, -1.01], [-0.14, 0.54, 0.02], [0.33, -0.38, 0.19], [0.04, 0.63, 0.32], [0.03, -0.77, -0.12], [-0.52, 0.38, -0.23], [-0.11, -0.17, -0.28], [0.20, -0.23, 0.30], [-0.14, 0.13, -0.01], [-0.01, -0.44, -0.13], [0.07, 0.11, 0.36], [-0.23, 0.15, -0.25], [0.06, 0.00, -0.02], [0.01, 0.04, -0.01], [-0.05, -0.10, -0.07], [-0.01, -0.02, -0.05], [-0.01, 0.00, 0.02], [-0.07, 0.10, -0.06], [0.05, 0.17, 0.03], [0.08, 0.06, 0.04], [0.06, -0.01, -0.06], [-0.29, 0.05, -0.57], [0.18, -0.51, 0.53], [-0.09, 0.36, -0.07], [0.48, -0.11, -0.36], [-0.15, 0.45, -0.29], [0.01, -0.03, 0.33], [-0.17, 0.22, -0.14], [-0.04, -0.03, 0.01], [0.01, 0.04, -0.38], [0.15, -0.28, 0.30], [0.09, 0.06, 0.03], [0.15, -0.10, -0.02], [-0.16, 0.12, 0.11], [0.04, -0.08, 0.01], [0.08, -0.01, -0.05], [0.01, 0.03, -0.06], [-0.04, 0.09, 0.01], [-0.07, 0.00, 0.07], [-0.34, -0.18, -0.36], [1.00, -0.07, 0.66], [0.18, -0.37, -0.34], [-0.73, 0.63, 0.20], [0.10, -0.06, 0.03], [-0.08, 0.08, 0.11], [0.04, 0.12, 0.04]],
  "multiplicity": 2,
  "charge": -2,
  "homo_ha": [0.0029, -0.0359],
  "energy_ha": -5903.6457,
  "orbital_gap_ev": [3.60, 4.66]
}

[6]
{
  "formula": "C4H13N2S",
  "method": "wB97M-V/def2-TZVPD",
  "symbols": ["N", "C", "C", "N", "C", "C", "S", "H", "H", "H", "H", "H", "H", "H", "H", "H", "H", "H", "H", "H"],
  "positions_angstrom": [[-1.290, -0.351, 2.312], [-1.121, 0.540, 1.205], [-0.467, -0.188, -0.005], [0.162, -1.506, 0.643], [0.718, 0.509, -0.640], [0.973, 0.179, -2.046], [2.091, 1.317, -2.995], [-0.893, 0.010, 3.181], [-2.229, -0.781, 2.336], [-0.521, 1.483, 1.520], [-2.092, 0.999, 0.815], [-1.215, -0.535, -0.788], [0.990, -1.781, 0.042], [-0.613, -2.264, 0.794], [0.396, -1.337, 1.611], [1.594, 0.339, -0.029], [0.569, 1.667, -0.563], [-0.018, 0.075, -2.583], [1.477, -0.830, -2.177], [1.490, 2.456, -2.635]],
  "forces_ev_per_angstrom": [[-0.53, -0.34, 0.40], [-0.50, 2.55, -0.84], [0.30, -1.30, 0.45], [-1.58, -1.31, -1.87], [-0.48, 3.17, 1.16], [-0.13, -1.48, -2.82], [-0.37, -0.62, 0.63], [-0.95, -0.31, -0.25], [0.95, 0.65, 0.71], [-0.62, -1.78, -0.59], [1.10, -0.68, 0.61], [0.88, 0.31, 1.12], [-1.34, -0.20, 0.99], [2.03, 1.39, -0.93], [0.39, 0.53, 0.42], [0.41, 0.05, 0.32], [-0.02, -1.96, -0.04], [1.10, 0.26, 0.37], [-0.52, 1.03, 0.16], [-0.12, 0.05, 0.00]],
  "charge": 1,
  "homo_ha": -0.4542,
  "energy_ha": -667.6247,
  "smiles": "NC[C@H]([NH3+])CCS",
  "orbital_gap_ev": 8.96
}

The evaluated ΔE to the lowest compared entry with this formula, charge and spin for the records listed, in turn: 133.95; 28.30; 143.21; 58.00; 31.08; 34.60 kcal per mole.
The evaluated molar mass for the records listed, in turn: 180.23; 62.09; 102.12; 74.13; 1060.44; 121.23 g mol⁻¹.